No. 1
11
Properties=species:S:1:pos:R:3:nbo_charge:R:1 method="wB97M-V/def2-TZVPD" e_tot_ev=-7762.0407 orbital_gap_ev=9.31 e_lumo_ev=0.7 multiplicity=1
C -1.948 -0.294 0.084 -0.6924
C -0.521 -0.008 0.437 0.4859
C 0.123 1.283 0.428 -0.4175
C 1.154 0.486 0.185 0.4452
O 0.323 -0.993 0.632 -0.5715
N 2.241 0.169 -0.517 -0.8068
H -2.087 -0.133 -0.992 0.2489
H -2.611 0.399 0.616 0.2482
H -2.192 -1.329 0.328 0.2330
H 2.894 -0.493 -0.121 0.4114
H 2.623 0.914 -1.080 0.4156


No. 2
14
Properties=species:S:1:pos:R:3:nbo_charge:R:1 method="wB97M-V/def2-TZVPD" e_tot_ev=-23863.5763 orbital_gap_ev=9.21 e_lumo_ev=0.6 multiplicity=1 smiles="CC(=O)PCP"
C -1.913 0.991 -1.173 -0.7324
C -0.688 1.052 -0.354 0.3492
O 0.308 1.668 -0.617 -0.5315
P -0.788 0.097 1.214 0.3826
C 0.734 -1.033 0.705 -0.9654
P 2.366 -0.372 0.563 0.3125
H -2.342 0.088 -1.144 0.2332
H -2.730 1.531 -0.701 0.2516
H -1.600 1.417 -2.154 0.2359
H -0.246 1.115 2.057 -0.0138
H 0.707 -1.811 1.370 0.2372
H 0.354 -1.412 -0.218 0.2467
H 2.356 0.352 -0.731 0.0058
H 2.155 0.858 1.327 -0.0119


No. 3
20
Properties=species:S:1:pos:R:3:nbo_charge:R:1 method="wB97M-V/def2-TZVPD" e_tot_ev=-12442.1094 orbital_gap_ev="8.70 / 8.70" e_lumo_ev="0.4 / 0.4" multiplicity=1 smiles="C=C=NO[C@@H](C)/C=C/N=C"
C 1.680 -2.093 -0.181 -0.5580
C 0.534 -1.502 0.066 0.2338
N -0.665 -1.760 0.117 -0.1055
O -1.719 -0.938 0.138 -0.3640
C -1.607 0.469 -0.405 0.0365
C -2.939 1.034 0.143 -0.6199
C -0.331 0.997 0.038 -0.2790
C 0.832 0.729 -0.629 0.0253
N 2.225 0.988 -0.399 -0.4172
C 2.596 0.609 0.730 -0.0126
H 2.505 -2.171 0.578 0.2160
H 1.920 -2.158 -1.233 0.2209
H -1.609 0.354 -1.427 0.1848
H -3.639 0.218 -0.329 0.2377
H -2.865 1.062 1.246 0.2302
H -3.134 1.991 -0.444 0.2225
H -0.262 1.215 1.159 0.2102
H 0.800 0.352 -1.673 0.2061
H 3.682 0.514 0.973 0.1754
H 1.996 0.089 1.532 0.1568